## i
ORCA calculation (the ωB97M-V functional and the def2-TZVPD basis) on a 2-piece molecular cluster, C6H11N2 overall.

XYZ file:
```
19
Properties=species:S:1:pos:R:3:nbo_charge:R:1
C -0.225 -1.164 1.145 0.22
C 0.913 -0.223 1.290 -0.12
C 0.223 0.725 0.337 0.32
C -0.106 2.167 0.166 -0.68
C 1.653 -0.729 -1.078 -0.44
C -2.042 -0.714 -0.418 -0.44
N 1.453 0.189 0.029 -0.34
N -0.919 -0.445 0.353 -0.24
H -0.503 -2.160 1.490 0.25
H 1.718 -0.078 2.491 0.28
H 0.779 2.872 0.467 0.29
H -0.980 2.615 0.759 0.26
H -0.222 2.313 -0.878 0.25
H 2.754 -1.171 -1.093 0.25
H 0.874 -1.470 -1.156 0.18
H 1.497 -0.269 -2.011 0.23
H -2.638 0.219 -0.507 0.25
H -2.548 -1.597 -0.015 0.24
H -1.683 -1.081 -1.373 0.24
```

Output
HOMO-LUMO gap: 9.8 eV
Charge: +1

=====

## ii
ORCA calculation (the ωB97M-V functional and the def2-TZVPD basis) on an isolated ion of composition C6H11N2 and charge +1.

XYZ file:
```
19
Properties=species:S:1:pos:R:3:nbo_charge:R:1
C -1.132 -0.993 -0.686 -0.46
C 1.162 -0.613 0.541 -0.48
C -0.258 -1.305 0.547 -0.04
C -1.857 0.004 0.196 -0.12
C -1.017 0.827 0.962 0.03
C 1.037 0.773 0.261 -0.14
N -1.091 -0.456 1.388 -0.38
N 1.170 1.266 -1.070 -0.67
H -0.778 -0.767 -1.809 0.19
H -1.818 -1.868 -0.934 0.26
H 1.642 -0.716 1.535 0.26
H 1.781 -1.153 -0.291 0.23
H -0.266 -2.347 0.945 0.25
H -2.934 0.106 0.184 0.24
H -1.223 1.729 1.629 0.26
H 1.662 1.336 1.008 0.25
H 0.556 0.999 -1.787 0.44
H 2.124 0.915 -1.449 0.43
H 1.241 2.265 -1.171 0.45
```

Output
HOMO-LUMO gap: 9.8 eV
Charge: +1

=====

Most stable structure - ii; separation to the second - 0.0021 hartree.

=====

## i
ORCA calculation (the ωB97M-V functional and the def2-TZVPD basis) on C43H36N5O2RuSTe as an isolated structure.

XYZ file:
```
89
Properties=species:S:1:pos:R:3:mulliken_spin:R:1
Ru -0.531 -0.023 -0.091 0.82
O 2.050 -1.052 3.141 0.01
C 1.188 -1.160 2.271 0.03
N 1.345 -0.810 0.964 0.07
C 2.560 -0.501 0.456 -0.01
C 3.783 -0.969 0.973 0.00
C 4.972 -0.576 0.413 0.00
C 4.983 0.308 -0.673 0.00
C 3.810 0.759 -1.222 0.01
C 2.566 0.340 -0.709 0.01
N 1.354 0.699 -1.187 0.08
C 1.203 1.272 -2.418 -0.01
O 2.083 1.374 -3.278 0.00
C -0.180 1.697 -2.725 0.01
C -0.474 2.074 -4.041 0.00
C -1.753 2.455 -4.368 0.00
C -2.704 2.503 -3.346 0.00
C -2.328 2.142 -2.065 0.00
N -1.111 1.709 -1.751 0.00
C -0.171 -1.639 2.626 -0.02
C -0.420 -1.961 3.962 0.00
C -1.679 -2.375 4.336 0.00
C -2.655 -2.491 3.346 0.00
C -2.316 -2.190 2.040 0.01
N -1.113 -1.759 1.674 0.04
H 3.770 -1.635 1.819 0.00
H 5.904 -0.940 0.819 0.00
H 5.926 0.632 -1.089 0.00
H 3.830 1.439 -2.057 0.00
H 0.328 2.037 -4.763 0.00
H -2.012 2.721 -5.382 0.00
H -3.717 2.813 -3.545 0.00
H -3.043 2.200 -1.258 0.00
H 0.394 -1.861 4.662 0.00
H -1.903 -2.607 5.366 0.00
H -3.654 -2.812 3.589 0.00
H -3.047 -2.295 1.249 0.00
C 4.108 2.413 2.436 0.00
C 3.367 3.370 3.371 0.00
C 3.801 4.805 3.040 0.00
C 3.766 3.031 4.814 0.00
C 1.857 3.253 3.241 0.00
C 1.048 4.080 4.030 0.00
C -0.332 4.012 3.988 0.00
C -0.916 3.099 3.136 0.00
S -2.617 2.801 2.877 0.00
C -2.185 1.592 1.691 0.02
N -0.868 1.435 1.513 -0.01
C -0.137 2.263 2.309 0.00
C 1.255 2.356 2.375 -0.01
C -3.118 0.856 0.923 -0.03
C -4.508 1.011 1.055 -0.01
C -5.353 0.311 0.223 0.02
C -4.831 -0.546 -0.735 -0.02
C -3.450 -0.706 -0.860 0.05
C -2.573 -0.020 -0.048 -0.09
H 5.181 2.547 2.554 0.00
H 3.859 2.607 1.395 0.00
H 3.869 1.379 2.672 0.00
H 4.884 4.889 3.106 0.00
H 3.364 5.525 3.727 0.00
H 3.495 5.068 2.030 0.00
H 4.846 3.109 4.927 0.00
H 3.463 2.014 5.055 0.00
H 3.299 3.705 5.528 0.00
H 1.502 4.800 4.692 0.00
H -0.943 4.656 4.600 0.00
H 1.832 1.714 1.731 0.00
H -4.892 1.692 1.801 0.00
H -6.422 0.436 0.310 0.00
H -5.493 -1.089 -1.392 0.00
H -3.080 -1.374 -1.630 0.00
C -1.279 -3.298 -3.062 0.00
Te -0.060 -2.360 -1.470 -0.01
C 1.076 -1.719 -3.218 0.00
C 0.715 -2.590 -4.373 0.00
C 1.476 -2.572 -5.534 0.00
C 1.093 -3.325 -6.629 0.00
C -0.047 -4.108 -6.558 0.00
C -0.807 -4.131 -5.401 0.00
C -0.439 -3.361 -4.304 0.00
H -2.185 -2.718 -3.255 0.00
H -1.578 -4.294 -2.734 0.00
H 2.145 -1.734 -3.004 0.00
H 0.792 -0.694 -3.453 0.00
H 2.361 -1.955 -5.577 0.00
H 1.680 -3.299 -7.534 0.00
H -0.348 -4.698 -7.410 0.00
H -1.691 -4.749 -5.350 0.00
```

Output
2S+1: 2
HOMO-LUMO gap (alpha / beta): 5.8 / 5.6 eV

=====

## ii
ORCA calculation (the ωB97M-V functional and the def2-TZVPD basis) on C43H36N5O2RuSTe as an isolated structure.

XYZ file:
```
89
Properties=species:S:1:pos:R:3:mulliken_spin:R:1
Ru -0.345 0.038 -0.330 0.93
O 1.223 -1.533 -3.771 0.00
C 0.980 -0.955 -2.722 -0.01
N 0.169 -1.321 -1.710 0.00
C 0.091 -2.697 -1.333 -0.02
C 0.364 -3.751 -2.193 0.00
C 0.415 -5.047 -1.694 0.00
C 0.187 -5.290 -0.350 0.00
C -0.111 -4.237 0.510 0.00
C -0.166 -2.935 0.027 0.03
N -0.438 -1.771 0.811 0.01
C -1.137 -1.904 1.941 0.01
O -1.593 -2.921 2.474 0.03
C -1.432 -0.608 2.682 -0.02
C -1.844 -0.689 4.009 0.00
C -2.208 0.470 4.666 0.00
C -2.180 1.673 3.975 0.00
C -1.749 1.661 2.661 0.00
N -1.372 0.550 2.027 0.04
C 1.853 0.240 -2.348 0.01
C 2.585 0.896 -3.324 0.00
C 3.444 1.905 -2.936 0.00
C 3.568 2.190 -1.583 0.00
C 2.803 1.478 -0.678 -0.01
N 1.939 0.524 -1.040 0.00
H 0.541 -3.555 -3.239 0.00
H 0.635 -5.863 -2.371 0.00
H 0.227 -6.298 0.040 0.00
H -0.310 -4.423 1.550 0.00
H -1.888 -1.666 4.469 0.00
H -2.530 0.438 5.699 0.00
H -2.475 2.606 4.435 0.00
H -1.707 2.579 2.086 0.00
H 2.458 0.592 -4.352 0.00
H 4.019 2.454 -3.670 0.00
H 4.251 2.947 -1.224 0.00
H 2.890 1.667 0.384 0.00
C 4.092 1.780 4.974 0.00
C 2.576 1.589 4.840 0.00
C 2.284 0.099 4.677 0.00
C 1.880 2.080 6.116 0.00
C 2.065 2.404 3.652 0.00
C 2.249 3.803 3.641 0.00
C 1.812 4.600 2.607 0.00
C 1.151 3.988 1.539 0.00
S 0.524 4.683 0.075 0.00
C 0.029 3.104 -0.428 -0.01
N 0.248 2.147 0.424 0.04
C 0.935 2.615 1.548 0.03
C 1.410 1.816 2.590 -0.01
C -0.535 2.744 -1.730 -0.09
C -0.784 3.695 -2.713 0.00
C -1.290 3.290 -3.938 0.00
C -1.522 1.935 -4.140 0.00
C -1.257 0.998 -3.150 0.01
C -0.749 1.360 -1.889 0.06
H 4.467 1.210 5.827 0.00
H 4.360 2.825 5.130 0.00
H 4.608 1.429 4.079 0.00
H 2.648 -0.438 5.555 0.00
H 2.777 -0.325 3.800 0.00
H 1.213 -0.097 4.591 0.00
H 2.216 1.493 6.973 0.00
H 0.797 1.970 6.030 0.00
H 2.097 3.128 6.325 0.00
H 2.763 4.273 4.469 0.00
H 1.988 5.667 2.622 0.00
H 1.247 0.750 2.538 0.00
H -0.583 4.746 -2.534 0.00
H -1.489 4.011 -4.719 0.00
H -1.907 1.598 -5.096 0.00
H -1.429 -0.050 -3.373 0.00
C -4.219 -0.460 0.925 0.00
Te -2.973 -0.178 -0.771 -0.03
C -3.532 1.852 -0.577 0.00
C -4.877 1.812 0.102 0.00
C -5.780 2.866 0.012 0.00
C -7.003 2.798 0.659 0.00
C -7.337 1.668 1.393 0.00
C -6.446 0.610 1.478 0.00
C -5.212 0.675 0.840 0.00
H -3.633 -0.426 1.832 0.00
H -4.693 -1.438 0.857 0.00
H -3.537 2.332 -1.553 0.00
H -2.768 2.325 0.041 0.00
H -5.520 3.740 -0.572 0.00
H -7.702 3.621 0.579 0.00
H -8.297 1.606 1.888 0.00
H -6.711 -0.278 2.038 0.00
```

Output
2S+1: 2
HOMO-LUMO gap (alpha / beta): 6.5 / 6.6 eV

=====

Most stable structure - ii; separation to the second - 0.0225 hartree.

=====

## i
ORCA calculation (the ωB97M-V functional and the def2-TZVPD basis) on an isolated ion of composition C4H12N2O and charge +1.

XYZ file:
```
19
Properties=species:S:1:pos:R:3:mulliken_spin:R:1
N -0.687 2.454 1.004 0.01
C -0.700 1.263 1.869 0.01
C -0.835 -0.040 1.096 0.02
N -0.002 -0.221 -0.012 0.77
C -0.265 -1.048 -1.135 0.01
C 1.029 -1.622 -1.708 0.01
O 2.108 -0.760 -1.403 0.00
H -0.306 2.227 0.075 0.00
H 0.091 3.036 1.310 0.00
H 0.179 1.211 2.506 0.00
H -1.535 1.386 2.554 0.00
H -1.882 -0.110 0.785 0.03
H -0.893 -0.899 1.792 0.07
H 1.005 -0.011 0.076 -0.03
H -0.827 -0.409 -1.846 0.07
H -0.960 -1.855 -0.909 0.03
H 0.880 -1.863 -2.754 0.00
H 1.252 -2.517 -1.132 0.01
H 2.348 -0.225 -2.169 0.00
```

Output
2S+1: 2
HOMO-LUMO gap (alpha / beta): 10.7 / 6.1 eV
Charge: +1

=====

## ii
ORCA calculation (the ωB97M-V functional and the def2-TZVPD basis) on an isolated ion of composition C4H12N2O and charge +1.

XYZ file:
```
19
Properties=species:S:1:pos:R:3:mulliken_spin:R:1
C 1.589 0.011 -0.803 0.06
N 2.656 -0.978 -0.789 0.11
C 0.373 -0.348 0.054 0.05
C -0.847 -0.612 -0.772 0.00
N -0.127 0.739 0.856 0.65
C -1.537 0.748 1.223 0.00
O -2.518 1.492 0.504 0.03
H 1.975 1.053 -0.699 0.00
H 1.177 0.036 -1.799 0.01
H 2.279 -1.910 -1.077 0.00
H 3.123 -1.035 0.178 0.00
H 0.579 -1.300 0.658 0.08
H -1.302 0.364 -1.024 0.00
H -1.515 -1.352 -0.286 0.01
H -0.613 -1.118 -1.719 0.00
H 0.460 1.064 1.570 -0.03
H -1.881 -0.269 1.434 0.02
H -1.701 1.138 2.294 0.00
H -2.171 2.276 0.198 0.00
```

Output
2S+1: 2
HOMO-LUMO gap (alpha / beta): 11.3 / 5.0 eV
Charge: +1

=====

## iii
ORCA calculation (the ωB97M-V functional and the def2-TZVPD basis) on a 2-piece molecular cluster, C4H12N2O overall.

XYZ file:
```
19
Properties=species:S:1:pos:R:3:mulliken_spin:R:1
C -1.017 0.050 2.354 0.04
C -0.301 -0.831 1.312 -0.01
C -0.303 -0.228 -0.049 0.43
C -0.530 -1.030 -1.170 0.12
N -0.463 -0.560 -2.400 0.31
N -0.437 1.378 2.583 0.01
H -2.030 0.245 1.992 -0.01
H -1.028 -0.474 3.307 0.00
H -0.825 -1.791 1.260 0.01
H 0.766 -0.907 1.576 0.05
H -0.665 0.787 -0.162 0.04
H -0.839 -2.062 -1.033 0.02
H -0.919 -1.048 -3.157 -0.02
H 0.431 -0.088 -2.614 -0.01
H -0.574 1.958 1.754 0.00
H 0.566 1.299 2.705 0.00
H 2.732 0.316 -1.459 0.00
H 2.808 1.427 -2.610 0.00
O 2.266 0.771 -2.168 0.00
```

Output
2S+1: 2
HOMO-LUMO gap (alpha / beta): 9.0 / 6.0 eV
Charge: +1

=====

Most stable structure - iii; separation to the second - 0.0191 hartree.

=====

## i
ORCA calculation (the ωB97M-V functional and the def2-TZVPD basis) on one molecule with the formula C5H5F.

XYZ file:
```
11
Properties=species:S:1:pos:R:3:nbo_charge:R:1
C -0.184 1.356 -2.556 -0.22
C 0.155 0.975 -1.483 -0.04
C 0.561 0.602 -0.188 -0.39
C -0.183 -0.375 0.343 0.48
C -0.038 -1.007 1.671 -0.69
F -1.335 -0.773 -0.331 -0.34
H -0.440 1.705 -3.546 0.24
H 1.396 1.182 0.240 0.25
H -1.012 -1.021 2.169 0.24
H 0.257 -2.032 1.460 0.23
H 0.822 -0.610 2.221 0.24
```

Output
Structure (SMILES): C#C/C=C(/C)F
HOMO-LUMO gap: 9.8 eV

=====

## ii
ORCA calculation (the ωB97M-V functional and the def2-TZVPD basis) on C5H5F as an isolated structure.

XYZ file:
```
11
Properties=species:S:1:pos:R:3:nbo_charge:R:1
C 0.124 2.645 -1.430 -0.21
C 0.092 1.521 -1.075 -0.06
C 0.273 0.215 -0.670 -0.38
C 0.182 -0.237 0.602 0.48
C -0.009 -1.618 1.048 -0.70
F 0.116 0.617 1.629 -0.32
H -0.259 3.490 -2.002 0.24
H -0.055 -0.845 -1.447 0.22
H -0.009 -1.734 2.104 0.24
H 0.630 -2.353 0.487 0.24
H -1.085 -1.703 0.754 0.24
```

Output
HOMO-LUMO gap: 9.6 eV

=====

Most stable structure - i; separation to the second - 0.0442 hartree.